Entry 1:
9
Properties=species:S:1:pos:R:3:lowdin_charge:R:1 method="wB97M-V/def2-TZVPD" e_tot_ev=-15383.6996 charge=0 relative_energy_kj_mol=138.0 homo_lumo_gap_ev=9.0 smiles=NN(N)S
N -0.534 1.228 0.010 -0.051
N 0.250 0.105 -0.192 -0.788
N -0.619 -0.971 -0.044 -0.024
S 1.925 0.123 0.135 0.707
H -0.790 1.236 1.062 0.092
H -1.423 1.001 -0.433 0.068
H -0.136 -1.859 -0.222 0.078
H -0.913 -1.032 0.900 0.046
H 2.239 0.169 -1.217 -0.127

***

Entry 2:
21
Properties=species:S:1:pos:R:3:lowdin_charge:R:1 method="wB97M-V/def2-TZVPD" e_tot_ev=-31607.1300 charge=0 relative_energy_kj_mol=10.0 homo_lumo_gap_ev=9.2
C -3.330 1.665 0.486 -0.103
C -1.986 1.036 0.156 -0.153
C -1.860 -0.291 0.241 -0.507
S -3.139 -1.485 0.533 0.880
C -0.557 -1.069 0.143 -0.543
O -0.532 -2.226 -0.235 0.011
N 0.565 -0.393 0.164 0.001
C 1.833 -0.987 0.008 -0.707
C 2.519 -0.426 -1.233 -0.124
S 2.789 -0.609 1.571 0.717
H -3.253 2.741 0.689 0.078
H -4.138 1.451 -0.324 0.113
H -3.734 1.006 1.194 0.013
H -1.090 1.591 -0.011 0.084
H -2.274 -2.358 0.806 -0.170
H 0.526 0.657 0.132 0.154
H 1.822 -2.069 -0.111 0.106
H 2.564 0.707 -1.114 0.088
H 2.071 -0.893 -2.148 0.093
H 3.664 -0.738 -1.254 0.107
H 3.738 0.212 1.002 -0.135

***

Entry 3:
55
Properties=species:S:1:pos:R:3:lowdin_charge:R:1 method="wB97M-V/def2-TZVPD" e_tot_ev=-37450.8965 charge=+1 relative_energy_kj_mol=244.6 homo_lumo_gap_ev=10.6
O 0.690 0.024 -1.031 -0.057
H 1.433 -0.170 -1.642 0.030
H 0.926 -0.468 -0.231 0.045
O 0.472 -0.778 2.297 -0.001
H -0.235 -0.053 1.788 0.048
O 3.724 1.762 -2.599 -0.076
H 4.675 1.749 -2.463 0.048
H 3.343 2.425 -2.010 0.023
O 4.480 0.402 -0.752 -0.068
H 3.886 0.977 -0.254 0.050
H 4.914 -0.036 0.007 0.072
O -1.769 2.954 -1.543 -0.052
H -2.063 2.173 -2.041 0.016
H -2.517 3.549 -1.407 0.057
O -1.438 0.432 -2.745 -0.054
H -0.615 0.511 -2.223 0.026
H -1.354 -0.196 -3.469 0.089
O 2.230 -2.450 0.298 -0.042
H 2.174 -3.396 0.459 0.053
H 2.195 -2.281 -0.650 0.019
O -2.108 -0.998 -0.645 -0.078
H -2.226 -0.511 -1.508 0.040
H -1.335 -0.538 -0.301 -0.005
O 0.266 0.782 4.518 -0.025
H 0.675 1.633 4.711 0.076
H -0.222 0.509 5.302 0.072
O 1.248 2.861 -1.532 -0.050
H 0.520 3.366 -1.918 0.058
H 0.874 2.051 -1.133 0.012
O 2.621 -4.118 -2.848 -0.062
H 3.344 -3.517 -2.638 0.022
H 2.763 -4.365 -3.770 0.043
O 2.660 -0.628 -2.887 -0.053
H 2.328 0.085 -3.440 0.055
H 3.607 -0.566 -2.759 0.039
O -1.196 0.810 1.488 0.040
H -0.643 1.614 1.456 0.060
H -1.614 0.869 2.368 0.106
O -4.490 -0.791 0.881 -0.069
H -5.079 -1.309 0.302 0.084
H -3.810 -0.641 0.165 0.050
O -3.019 -2.706 1.574 -0.101
H -3.599 -3.462 1.410 0.059
H -3.748 -2.010 1.662 0.027
O -0.357 -2.954 1.556 0.044
H -1.148 -2.882 0.982 0.077
H -0.713 -3.361 2.359 0.110
O 0.501 3.105 1.136 -0.050
H 0.431 4.058 1.250 0.067
H 0.665 2.973 0.181 -0.004
O -3.989 2.034 2.498 -0.057
H -4.811 2.466 2.755 0.045
H -4.263 1.367 1.859 0.004
H 0.175 -1.827 1.924 0.060
H 0.541 -0.530 3.254 0.078